(1)
The following is a quantum chemistry calculation of an isolated molecule of CH3PS in a non-equilibrium geometry, from the OMol25 dataset.

Geometry as XYZ:
```
6
Properties=species:S:1:pos:R:3:forces:R:3
C 0.1354 -0.4587 -0.3606 -0.7896 0.4354 -1.7112
P -0.0031 1.3456 -0.0037 -2.0123 -1.6494 -0.1704
S -1.6562 -0.3825 0.1008 2.2809 1.9070 -0.1067
H 0.2914 -0.7116 -1.4581 0.1629 -0.1118 1.8641
H 0.7298 -0.7768 0.4765 0.4148 -1.2892 -0.6134
H 0.5027 0.9840 1.2451 -0.0566 0.7080 0.7377
```
Forces are in eV/Å.

Calculated values
HOMO energy in eV: -9.1
Energy relative to the best compared isomer or geometry (same formula, charge and spin) in eV: 0.753
Structure (SMILES): C1PS1

=====

(2)
The following is a quantum chemistry calculation of an isolated molecule of CH4 in a non-equilibrium geometry, from the OMol25 dataset.

Geometry as XYZ:
```
5
Properties=species:S:1:pos:R:3:forces:R:3
C -0.0552 -0.0039 0.0135 0.6155 -1.4106 -1.2850
H 0.3446 -0.4131 0.9226 0.0204 -0.4363 0.4073
H 0.7017 -0.1719 -0.7869 -0.6934 -0.6598 0.3321
H 0.0643 1.0367 0.0880 -0.9699 1.6290 0.3352
H -1.0555 -0.4478 -0.2371 1.0273 0.8777 0.2104
```
Forces are in eV/Å.

Calculated values
HOMO energy in eV: -12.8
Energy relative to the best compared isomer or geometry (same formula, charge and spin) in eV: 0.218
Structure (SMILES): C

=====

(3)
The following is a quantum chemistry calculation of an isolated molecule of CH4 in a non-equilibrium geometry, from the OMol25 dataset.

Geometry as XYZ:
```
5
Properties=species:S:1:pos:R:3:forces:R:3
C -0.0179 0.0693 -0.0272 1.7921 -0.2097 -2.8695
H -0.9441 -0.3213 -0.4484 0.4608 0.4464 -1.7689
H -0.0006 -0.6607 0.6496 0.0640 -1.8746 4.6336
H -0.1013 1.0903 0.2057 -0.1079 0.9589 0.9624
H 1.0639 -0.1776 -0.3796 -2.2090 0.6790 -0.9577
```
Forces are in eV/Å.

Calculated values
HOMO energy in eV: -11.7
Energy relative to the best compared isomer or geometry (same formula, charge and spin) in eV: 0.987
Structure (SMILES): C

=====

(4)
The following is a quantum chemistry calculation of a cluster of 2 separate species, CH4BBrO2 in total in a non-equilibrium geometry, from the OMol25 dataset.

Geometry as XYZ:
```
9
Properties=species:S:1:pos:R:3:forces:R:3
B -0.2037 0.1546 -0.0065 1.9777 0.9759 -2.5146
C 0.5148 1.2266 -0.9713 -0.4300 1.0174 2.5031
O -0.8735 0.6256 1.0613 -2.1048 -1.3344 2.3225
O -0.0294 -1.1558 -0.4826 -0.7705 0.9319 0.8738
Br 1.5363 -2.6876 1.2804 0.0122 0.0215 0.0017
H 0.8672 2.2166 -0.5005 -0.5140 -1.5838 -1.1330
H 0.3936 1.1581 -2.0381 0.3080 0.0529 -0.2153
H -1.4645 0.0749 1.7029 1.9254 1.2040 -1.9925
H -0.7408 -1.6130 -0.0456 -0.4039 -1.2854 0.1543
```
Forces are in eV/Å.

Calculated values
HOMO energy (alpha / beta) in eV: -11.1 / -8.9
Energy relative to the best compared isomer or geometry (same formula, charge and spin) in eV: 2.993

=====

(5)
The following is a quantum chemistry calculation of the ion CH4Br2OP with charge +1 in a non-equilibrium geometry, from the OMol25 dataset.

Geometry as XYZ:
```
9
Properties=species:S:1:pos:R:3:forces:R:3
C -0.1361 1.2561 -0.2379 -1.2465 0.0684 1.2706
O -0.9406 -1.1212 0.7884 1.5538 1.3910 -0.8734
P 0.2851 -0.4669 -0.0601 -0.9831 -1.2801 0.3136
Br 2.1739 -0.8112 0.9040 -0.4546 0.0152 -0.2281
Br 0.1914 -1.4984 -1.9736 0.2605 0.5149 0.6543
H -1.2938 1.0097 -0.4202 2.1485 1.3673 0.4697
H 0.3298 1.6935 -1.1680 -0.4647 -0.3316 1.2235
H 0.1185 1.8205 0.8305 -0.9054 -1.3593 -3.0210
H -0.7281 -1.8821 1.3368 0.0915 -0.3858 0.1907
```
Forces are in eV/Å.

Calculated values
HOMO energy in eV: -15.9
Energy relative to the best compared isomer or geometry (same formula, charge and spin) in eV: 0.287
Total charge: +1

=====

(6)
The following is a quantum chemistry calculation of a cluster of 2 separate species, CH4BrClSi in total in a non-equilibrium geometry, from the OMol25 dataset.

Geometry as XYZ:
```
8
Properties=species:S:1:pos:R:3:forces:R:3
C 0.3794 0.7919 -0.3906 -3.6980 -1.2074 -0.3217
Si 0.1135 -1.0043 0.1794 0.6312 1.0379 0.6021
Cl -1.2598 1.3871 1.7511 1.2657 -0.4523 -1.4194
Br -0.5282 1.4611 -1.8705 0.2360 -0.5393 0.4052
H 0.9283 1.5591 -0.0467 2.3835 2.2369 1.4945
H 0.4694 -1.7453 -0.9457 0.5354 -0.9925 -1.7317
H -1.3211 -1.0652 0.2110 -0.5360 -0.3932 0.6242
H 1.2185 -1.3844 1.1120 -0.8177 0.3098 0.3468
```
Forces are in eV/Å.

Calculated values
HOMO energy (alpha / beta) in eV: -9.7 / -9.7
Energy relative to the best compared isomer or geometry (same formula, charge and spin) in eV: 4.799

=====

(7)
The following is a quantum chemistry calculation of a cluster of 2 separate species, CH4BrNO in total in a non-equilibrium geometry, from the OMol25 dataset.

Geometry as XYZ:
```
8
Properties=species:S:1:pos:R:3:forces:R:3
C 0.2471 -0.7164 -0.1857 -0.5724 4.0025 -0.4638
N -1.8249 0.1807 0.4427 4.7730 -0.4523 2.1699
O -1.0776 -0.3379 -0.6439 -1.4839 0.0157 0.5979
Br -3.5782 0.0747 0.3393 -2.2623 -0.5783 -0.9220
H 0.3893 -1.5809 -0.7022 0.8337 -2.7604 -0.8307
H 0.1046 -0.7154 0.8681 0.7518 -0.7321 1.0362
H 1.0508 0.0349 -0.4827 -1.1959 -0.6852 0.4169
H -1.3513 -0.8055 1.8239 -0.8441 1.1901 -2.0043
```
Forces are in eV/Å.

Calculated values
HOMO energy (alpha / beta) in eV: -8.7 / -8.9
Energy relative to the best compared isomer or geometry (same formula, charge and spin) in eV: 4.379

=====

(8)
The following is a quantum chemistry calculation of a cluster of 2 separate species, CH4BrOP in total in a non-equilibrium geometry, from the OMol25 dataset.

Geometry as XYZ:
```
8
Properties=species:S:1:pos:R:3:forces:R:3
C -0.4899 -0.4171 0.0322 -3.0775 -4.4828 -0.2439
O -1.8263 -0.3598 -0.0871 -2.4766 -3.1583 0.2737
P 0.3242 0.9877 0.0635 4.5625 5.7937 -0.3962
Br 4.2770 0.3093 -0.0137 -1.0258 0.9809 0.7998
H 0.0488 -1.2700 0.3183 -0.0440 -1.5552 0.4878
H -2.3238 -1.2858 0.0438 1.9178 2.8559 -0.4629
H 3.2879 1.1951 0.6812 1.0284 -1.0204 -0.8264
H -0.7302 1.8539 0.1868 -0.8848 0.5863 0.3680
```
Forces are in eV/Å.

Calculated values
HOMO energy (alpha / beta) in eV: -6.1 / -9.9
Energy relative to the best compared isomer or geometry (same formula, charge and spin) in eV: 1.810
Multiplicity: 3

=====

(9)
The following is a quantum chemistry calculation of a structure of composition CH4BrP in a non-equilibrium geometry, from the OMol25 dataset.

Geometry as XYZ:
```
7
Properties=species:S:1:pos:R:3:forces:R:3
C -0.6907 -0.1070 -0.3750 2.7666 2.1688 -2.1570
P 0.5952 -0.4561 0.9719 -2.1894 0.9228 0.4972
Br 2.5323 -0.1077 -0.0361 -0.0640 0.4697 -0.1013
H -0.6147 -1.0325 -0.9041 -0.3605 -0.3295 -1.1207
H -0.2276 0.8993 -1.1955 -1.8192 -3.2350 2.7145
H -1.7193 0.0091 -0.0255 0.3672 0.3787 0.1414
H 0.1248 0.7948 1.5642 1.2994 -0.3755 0.0258
```
Forces are in eV/Å.

Calculated values
HOMO energy in eV: -9.3
Energy relative to the best compared isomer or geometry (same formula, charge and spin) in eV: 1.149

=====

(10)
The following is a quantum chemistry calculation of a cluster of 2 separate species, CH4Cl2OSi in total in a non-equilibrium geometry, from the OMol25 dataset.

Geometry as XYZ:
```
9
Properties=species:S:1:pos:R:3:forces:R:3
C 0.5314 -0.9976 0.2578 -1.6198 -2.9129 0.5786
O 1.1748 -1.2325 -0.9359 0.1999 -2.5376 -2.5602
Si -0.7085 2.4452 0.8818 -0.7365 -0.4818 0.2300
Cl -2.4987 1.5226 0.1834 0.3946 0.1397 0.3125
Cl -0.2886 3.5371 -0.7817 0.2979 0.4392 -0.5143
H 0.1966 0.0112 0.2812 0.2142 0.8293 0.6648
H 1.0589 -1.4803 1.0784 0.6970 1.2089 0.6196
H -0.3672 -1.6473 0.3217 -0.2917 0.7222 -0.2548
H 0.9012 -2.1584 -1.2868 0.8444 2.5931 0.9236
```
Forces are in eV/Å.

Calculated values
HOMO energy in eV: -9.9
Energy relative to the best compared isomer or geometry (same formula, charge and spin) in eV: 3.803

=====

(11)
The following is a quantum chemistry calculation of an isolated molecule of CH4Cl2P2 in a non-equilibrium geometry, from the OMol25 dataset.

Geometry as XYZ:
```
9
Properties=species:S:1:pos:R:3:forces:R:3
Cl 0.0401 -2.0943 -2.2645 0.6591 -0.3835 -0.8224
P -1.0096 -1.3766 -0.7087 -0.0244 0.1750 1.8748
C -0.1661 0.2711 -0.4751 0.0712 0.5211 0.9206
P -1.0178 1.4086 0.9650 -0.9072 -2.3753 -2.0696
Cl 0.2140 2.9185 0.7323 1.3370 1.7212 0.0085
H -0.2595 -2.0987 0.3802 -0.7048 0.7906 -1.0767
H -0.1431 0.8626 -1.4288 -0.3358 -0.5101 0.9084
H 0.8821 0.0814 -0.1654 -0.5470 0.3383 -0.2161
H -0.3876 0.7507 2.0094 0.4520 -0.2773 0.4724
```
Forces are in eV/Å.

Calculated values
HOMO energy in eV: -9.4
Energy relative to the best compared isomer or geometry (same formula, charge and spin) in eV: 0.000
Structure (SMILES): ClPCPCl

=====

(12)
The following is a quantum chemistry calculation of an isolated molecule of CH4Cl2S in a non-equilibrium geometry, from the OMol25 dataset.

Geometry as XYZ:
```
8
Properties=species:S:1:pos:R:3:forces:R:3
C -1.1822 0.8456 0.2480 -2.3215 2.6899 0.1871
H -1.5842 1.6595 -0.3537 -0.5400 -0.0318 0.2482
H -1.2328 1.0831 1.3086 -0.1305 -0.0022 -0.0820
H 2.0872 -1.7337 0.0308 0.2607 -0.2625 -0.1940
H 1.8412 -0.2955 1.3192 0.5246 -0.6478 -0.2045
S 2.1221 -0.3924 0.0110 11.6654 -5.6298 1.9713
Cl 0.5154 0.6267 -0.1897 -9.8027 3.9879 -1.8431
Cl -2.1608 -0.5978 -0.0438 0.3440 -0.1037 -0.0829
```
Forces are in eV/Å.

Calculated values
HOMO energy in eV: -6.7
Energy relative to the best compared isomer or geometry (same formula, charge and spin) in eV: 5.486